Entry 1:
Computed, not measured: one molecule with the formula C4H8N4 at a distorted geometry, with ωB97M-V/def2-TZVPD.

Summary:
Energy above the lowest of the compared OMol25 structures with the same formula, charge and spin   244.6 kJ/mol
SMILES   [H]/N=C(/N)[C@H]1/C(=N\[H])[C@@H]1N

Structure (ORCA input):
```
! RIJCOSX wB97M-V def2-TZVPD def2/J DEFGRID3
* xyz 0 1
H 0.885 -2.172 -0.673
N 1.717 -1.624 -0.444
C 1.427 -0.523 0.141
N 2.373 0.357 0.551
C 0.013 -0.142 0.538
C -0.502 0.681 -0.471
N -0.445 1.801 -1.063
H 0.373 2.319 -0.723
C -1.293 -0.490 -0.371
N -2.639 -0.254 0.191
H 3.314 -0.020 0.535
H 2.173 0.929 1.362
H -0.109 0.032 1.600
H -1.207 -1.263 -1.126
H -2.738 0.719 0.498
H -3.341 -0.349 -0.546
*
```



Entry 2:
Computed, not measured: one molecule with the formula C4H8N4 at a distorted geometry, with ωB97M-V/def2-TZVPD.

Summary:
Energy above the lowest of the compared OMol25 structures with the same formula, charge and spin   226.8 kJ/mol
SMILES   [H]/N=C(N)\C(C)=N\N=C

Structure (ORCA input):
```
! RIJCOSX wB97M-V def2-TZVPD def2/J DEFGRID3
* xyz 0 1
H -2.425 1.316 0.153
N -2.626 0.317 0.206
C -1.552 -0.329 -0.034
N -1.597 -1.707 -0.130
C -0.149 0.178 -0.161
C 0.070 1.686 -0.160
N 0.696 -0.675 -0.628
N 1.980 -0.250 -0.522
C 2.631 -0.599 0.505
H -2.472 -2.228 -0.231
H -0.715 -2.090 -0.322
H 0.346 1.870 0.895
H -0.841 2.183 -0.428
H 0.818 2.036 -0.838
H 2.200 -1.340 1.312
H 3.635 -0.366 0.382
*
```